Computed, not measured: C12H30IOP2Sc as an isolated structure at a distorted geometry, with ωB97M-V with the def2-TZVPD basis set.

The geometry in XYZ format:
```
47
Properties=species:S:1:pos:R:3
C 0.593 5.050 -3.070
I 0.650 3.560 -1.509
H 0.445 4.523 -4.010
H 1.547 5.573 -3.048
H -0.236 5.716 -2.846
Sc 0.000 0.000 0.000
P 2.218 -0.423 -0.524
C 3.504 0.449 0.446
C 2.687 -2.187 -0.365
H 3.716 -2.354 -0.702
H 3.684 -0.326 -2.485
H 1.993 -2.777 -0.969
H 1.958 -0.563 -2.912
H 3.392 0.199 1.505
H 2.589 -2.492 0.680
C 2.653 -0.030 -2.259
H 4.508 0.169 0.110
H 2.535 1.044 -2.426
H 3.372 1.529 0.335
P -2.285 0.232 0.314
C -2.853 1.376 1.627
C -3.178 0.815 -1.176
H -2.890 -2.067 -0.057
H -4.219 -1.199 0.778
H -2.761 -1.712 1.678
C -3.134 -1.339 0.721
H -2.930 0.145 -2.003
H -4.260 0.825 -1.009
H -3.947 1.403 1.679
H -2.475 2.381 1.420
H -2.836 1.823 -1.429
H -2.451 1.051 2.590
C 0.418 1.172 1.329
O 0.687 1.926 2.183
C 1.562 -2.034 3.225
C 0.623 -2.804 2.289
C -0.300 -3.710 3.122
C -0.229 -1.842 1.431
H 0.982 -1.387 3.917
H 2.252 -1.394 2.649
H 2.168 -2.746 3.826
H 1.179 -3.508 1.649
H -0.925 -3.111 3.819
H -0.973 -4.292 2.456
H 0.302 -4.432 3.715
H -0.846 -2.515 0.807
H -0.808 -1.302 2.205
```

Results
HOMO-LUMO gap (spin up / spin down): 5.611 / 5.610 eV
Multiplicity: 1
LUMO energy (spin up / spin down): -9.507 / -9.507 eV
HOMO (spin up / spin down): -15.118 / -15.117 eV
Net charge: +2


Computed, not measured: C12H30InN2Na5O8P as an isolated structure at a distorted geometry, with ωB97M-V with the def2-TZVPD basis set.

The geometry in XYZ format:
```
59
Properties=species:S:1:pos:R:3
In -3.493 1.657 -1.362
Na 0.143 0.638 -1.422
Na -2.519 2.945 2.370
Na 0.852 -0.139 2.958
Na -1.499 -2.067 -0.728
Na -4.011 0.090 2.432
P -1.337 0.490 1.051
O -2.603 -0.290 0.511
O -0.066 -0.394 0.811
O -1.464 0.755 2.579
O -1.309 1.889 0.403
C 3.142 0.686 -0.899
O 2.407 0.837 -2.132
C 3.270 0.485 -3.248
C 2.734 0.495 -4.675
N 1.980 1.664 -5.096
C 1.913 1.731 -6.585
C 1.791 3.205 -6.998
O 1.930 3.293 -8.370
C 1.926 4.546 -9.004
H 3.776 1.545 -0.694
H 3.756 -0.219 -0.942
H 2.396 0.471 -0.133
H 3.713 -0.481 -2.988
H 4.121 1.176 -3.222
H 2.235 -0.458 -4.907
H 3.689 0.525 -5.205
H 0.994 1.545 -4.871
H 1.065 1.150 -6.949
H 2.855 1.381 -7.008
H 2.563 3.875 -6.556
H 0.849 3.652 -6.615
H 0.855 4.835 -9.149
H 2.373 4.451 -9.990
H 2.375 5.323 -8.370
C 0.861 1.174 6.406
O 0.333 0.003 5.743
C -0.985 -0.268 6.160
C -1.622 -1.501 5.527
N -1.655 -1.562 4.101
C -2.594 -2.479 3.496
C -2.478 -3.963 3.808
O -3.470 -4.579 3.083
C -3.599 -5.975 3.364
H 1.272 0.871 7.367
H 0.069 1.922 6.487
H 1.635 1.633 5.793
H -1.655 0.600 6.079
H -0.882 -0.526 7.221
H -2.612 -1.681 5.977
H -1.051 -2.361 5.940
H -1.540 -0.663 3.603
H -2.549 -2.379 2.405
H -3.598 -2.089 3.788
H -2.665 -4.128 4.879
H -1.462 -4.306 3.567
H -3.667 -6.193 4.430
H -2.897 -6.597 2.800
H -4.590 -6.243 2.980
```

Results
HOMO-LUMO gap: 1.102 eV
Multiplicity: 1
LUMO energy: -18.765 eV
HOMO: -19.868 eV
Net charge: +5


Computed, not measured: a 4-piece molecular cluster, C12H31B2Cl2O6 overall at a distorted geometry, with ωB97M-V with the def2-TZVPD basis set.

The geometry in XYZ format:
```
53
Properties=species:S:1:pos:R:3
C -4.784 2.472 -4.049
C -3.563 1.432 -4.511
Cl -3.018 1.158 -6.266
C -2.876 0.713 -3.395
Cl -3.462 1.010 -1.623
B -1.598 -0.332 -3.576
O -1.846 -1.670 -2.989
B -0.346 0.347 -2.674
O -0.247 0.011 -1.229
O 0.542 1.274 -3.407
H -5.624 1.828 -3.541
H -5.250 3.063 -4.945
H -4.298 3.199 -3.243
H -1.223 -0.421 -4.698
H -2.495 -2.201 -3.572
H -0.619 0.800 -0.698
H 0.190 2.203 -3.204
C -6.658 4.517 1.322
C -5.394 3.955 0.692
C -4.147 4.570 1.307
O -5.408 4.216 -0.709
H -6.726 5.599 1.165
H -7.548 4.074 0.862
H -6.685 4.318 2.398
H -5.371 2.867 0.822
H -4.126 5.654 1.149
H -3.246 4.165 0.835
H -4.099 4.372 2.383
H -5.429 5.180 -0.834
C 1.478 -1.552 0.658
C 2.724 -0.738 0.970
C 3.947 -1.307 0.268
O 2.947 -0.736 2.378
H 1.590 -2.587 1.001
H 0.608 -1.139 1.180
H 1.271 -1.560 -0.416
H 2.572 0.301 0.660
H 4.146 -2.333 0.597
H 4.838 -0.719 0.511
H 3.814 -1.308 -0.819
H 3.083 -1.655 2.662
C 6.356 -4.268 4.308
C 5.530 -4.682 3.100
C 6.399 -4.837 1.862
O 4.528 -3.700 2.854
H 6.842 -3.301 4.137
H 5.716 -4.148 5.189
H 7.127 -5.011 4.533
H 5.018 -5.627 3.312
H 6.886 -3.890 1.604
H 5.789 -5.124 0.998
H 7.171 -5.598 2.014
H 4.973 -2.857 2.666
```

Results
HOMO-LUMO gap: 6.399 eV
Multiplicity: 1
LUMO energy: 2.365 eV
HOMO: -4.034 eV
Net charge: -1


Computed, not measured: C12H31ClIO2P2W as an isolated structure at a distorted geometry, with ωB97M-V with the def2-TZVPD basis set.

The geometry in XYZ format:
```
50
Properties=species:S:1:pos:R:3
C -2.586 -2.506 -2.983
C -2.273 -2.843 -1.603
H -3.135 -3.332 -3.495
H -1.665 -2.241 -3.535
H -3.211 -1.596 -2.979
O -2.146 -3.709 -0.814
I -0.338 1.472 -3.266
W -0.045 1.014 -0.719
P -2.014 0.590 0.414
C -2.081 -0.533 1.845
C -2.575 2.156 1.205
H -3.592 2.025 1.601
H -4.292 -0.080 0.088
H -2.576 2.988 0.491
H -3.649 0.758 -1.361
H -1.452 -0.148 2.656
H -1.905 2.426 2.032
C -3.418 0.021 -0.579
H -3.114 -0.605 2.213
H -3.192 -0.953 -1.046
H -1.738 -1.535 1.565
P 1.476 -0.693 -1.241
C 2.433 -1.618 0.008
C 0.999 -2.004 -2.406
H 2.359 1.183 -2.603
H 3.284 -0.318 -2.810
H 3.504 0.669 -1.327
C 2.776 0.317 -2.071
H 0.802 -1.593 -3.404
H 1.814 -2.742 -2.478
H 3.194 -2.236 -0.495
H 1.762 -2.284 0.569
H 0.097 -2.519 -2.049
H 2.926 -0.918 0.696
Cl -0.144 3.387 -0.534
C 1.079 -0.857 2.917
C 0.968 0.404 2.064
O 2.291 0.896 1.945
C 2.305 1.917 0.949
C 2.094 3.267 1.641
H 1.907 -1.485 2.572
H 0.156 -1.436 2.901
H 1.272 -0.553 3.958
H 0.485 0.203 0.888
H 0.342 1.177 2.548
H 3.283 1.878 0.435
H 1.423 1.744 0.117
H 2.843 3.435 2.425
H 2.157 4.094 0.921
H 1.112 3.313 2.134
```

Results
HOMO-LUMO gap (spin up / spin down): 5.622 / 6.091 eV
Multiplicity: 3
LUMO energy (spin up / spin down): -12.733 / -12.766 eV
HOMO (spin up / spin down): -18.355 / -18.857 eV
Net charge: +3